No. 1
DFT (ωB97M-V/def2-TZVPD) results for a cluster of 3 separate species, C8H22IN2O2 in total in a non-equilibrium geometry.

- Net charge: -1
- HOMO level: -3.87 eV
- Gap between HOMO and LUMO: 6.80 eV
- Energy relative to the best compared isomer or geometry (same formula, charge and spin): 2.334 eV

Element x y z (Å)
I 13.20 18.55 -7.35
C 10.54 19.93 -3.17
C 10.59 18.47 -3.35
C 9.64 17.68 -2.52
O 10.07 17.71 -1.16
C 10.42 16.49 -0.62
N 10.44 18.08 -4.77
H 9.56 20.40 -3.25
H 11.17 20.49 -3.86
H 10.96 20.21 -2.20
H 11.50 18.14 -2.86
H 9.63 16.66 -2.91
H 8.72 18.24 -2.40
H 10.77 16.53 0.41
H 11.11 16.03 -1.33
H 9.62 15.80 -0.37
H 10.37 17.09 -4.98
H 11.29 18.34 -5.25
C 10.83 22.11 -6.47
C 9.94 21.11 -7.09
C 8.66 21.83 -7.20
O 7.84 21.09 -8.09
C 6.47 21.54 -8.11
N 10.57 20.80 -8.34
H 10.53 21.95 -5.43
H 10.68 23.14 -6.80
H 11.90 21.92 -6.53
H 9.76 20.25 -6.45
H 8.70 22.91 -7.33
H 8.25 21.62 -6.21
H 5.87 21.61 -7.20
H 5.76 20.94 -8.68
H 6.43 22.53 -8.55
H 10.90 21.72 -8.60
H 11.39 20.33 -8.00

---

No. 2
DFT (ωB97M-V/def2-TZVPD) results for the molecule C4H4ClNO in a non-equilibrium geometry.

- HOMO level: -9.24 eV
- Gap between HOMO and LUMO: 9.49 eV
- Energy relative to the best compared isomer or geometry (same formula, charge and spin): 1.621 eV
- SMILES: C=NC(=C)C(=O)Cl

Element x y z (Å)
C 0.44 1.30 -0.82
C 1.10 -1.53 0.56
C -0.18 0.29 -0.25
C -1.54 0.50 0.25
N 0.29 -1.00 -0.24
O -1.89 1.51 0.74
Cl -2.60 -0.84 -0.15
H 1.33 0.97 -1.42
H 0.10 2.29 -0.64
H 1.42 -2.65 0.59
H 1.53 -0.84 1.37

---

No. 3
DFT (ωB97M-V/def2-TZVPD) results for a structure of composition C14H11Br2Cl2IIrN4 in a non-equilibrium geometry.

- Net charge: +3
- HOMO level: -16.83 eV
- Gap between HOMO and LUMO: 5.47 eV
- Energy relative to the best compared isomer or geometry (same formula, charge and spin): 1.499 eV

Element x y z (Å)
Ir -0.29 -0.26 1.19
Br -1.97 4.64 -2.88
C -1.55 3.23 -1.76
C -2.48 2.75 -0.83
C -2.13 1.71 -0.01
N -0.91 1.14 -0.08
C 0.01 1.59 -0.97
C -0.29 2.63 -1.81
C 1.29 0.87 -0.90
C 2.38 1.09 -1.70
C 3.53 0.31 -1.53
Br 5.02 0.59 -2.59
C 3.53 -0.68 -0.54
C 2.41 -0.85 0.24
N 1.32 -0.08 0.07
H -3.47 3.19 -0.75
H -2.81 1.32 0.74
H 0.46 3.00 -2.51
H 2.36 1.86 -2.46
H 4.40 -1.31 -0.38
H 2.38 -1.59 1.03
Cl 0.02 -0.17 3.61
C 0.12 -0.26 5.79
Cl -1.30 0.27 6.43
H 0.97 0.42 5.84
H 0.30 -1.32 5.81
I -1.49 -5.60 -1.46
C -1.42 -3.58 -1.08
C -2.02 -2.56 -1.80
N -1.74 -1.39 -1.20
N -0.98 -1.61 -0.10
C -0.79 -2.94 -0.02
H -2.62 -2.58 -2.70
H -2.00 -0.47 -1.49
H -0.22 -3.36 0.79

---

No. 4
DFT (ωB97M-V/def2-TZVPD) results for a cluster of 11 separate species, C37H92BClO17S in total in a non-equilibrium geometry.

- HOMO level: -9.93 eV
- Gap between HOMO and LUMO: 9.27 eV
- SMILES: O=C1O[C@H](CCCCS(=O)(=O)Cl)[C@H](B(O)O)O1.CC(C)O.CC(C)O.CC(C)O.CC(C)O.CC(C)O.CC(C)O.CC(C)O.CC(C)O.CC(C)O.CC(C)O

Element x y z (Å)
O 1.72 -3.81 1.43
C 1.05 -3.08 0.67
O -0.30 -2.59 0.91
C -0.20 -1.26 0.27
C -1.53 -0.38 0.28
C -1.32 1.18 -0.02
C 0.18 1.72 0.17
C 0.34 3.32 -0.03
S 2.04 3.60 -0.81
O 2.65 4.92 -0.42
O 3.03 2.53 -0.43
Cl 1.72 3.45 -2.88
C 0.35 -1.82 -1.16
B -0.64 -2.88 -1.95
O -1.28 -2.44 -3.19
O -0.90 -4.23 -1.52
O 1.50 -2.55 -0.60
H 0.76 -0.87 0.75
H -2.21 -0.79 -0.57
H -2.07 -0.51 1.29
H -1.68 1.52 -1.06
H -1.99 1.76 0.73
H 0.52 1.46 1.24
H 0.85 1.16 -0.59
H 0.42 3.81 1.01
H -0.45 3.80 -0.69
H 0.54 -0.85 -1.73
H -0.77 -2.94 -3.89
H -0.07 -4.76 -1.46
C 3.01 3.79 4.21
C 2.43 2.39 4.26
C 3.20 1.44 3.36
O 1.06 2.44 3.85
H 2.95 4.20 3.20
H 2.44 4.46 4.86
H 4.05 3.80 4.54
H 2.45 2.02 5.29
H 3.15 1.77 2.31
H 2.76 0.44 3.39
H 4.25 1.38 3.65
H 1.04 2.77 2.95
C 0.34 7.42 5.11
C 0.30 7.05 3.64
C -1.04 7.38 3.01
O 0.57 5.65 3.50
H -0.42 6.87 5.67
H 1.31 7.17 5.55
H 0.16 8.49 5.25
H 1.10 7.58 3.10
H -1.85 6.82 3.50
H -1.05 7.09 1.95
H -1.26 8.44 3.09
H -0.13 5.17 3.96
C 5.64 -2.92 3.83
C 6.05 -1.49 4.13
C 7.56 -1.33 4.13
O 5.54 -1.11 5.41
H 6.03 -3.61 4.59
H 4.55 -3.01 3.85
H 6.00 -3.23 2.85
H 5.61 -0.81 3.39
H 8.02 -1.96 4.90
H 7.84 -0.30 4.36
H 7.99 -1.60 3.16
H 5.92 -1.70 6.07
C -5.36 -0.22 -2.05
C -5.32 -0.17 -0.53
C -6.36 -1.10 0.09
O -5.57 1.17 -0.09
H -6.34 0.10 -2.42
H -4.62 0.46 -2.47
H -5.16 -1.23 -2.41
H -4.33 -0.45 -0.17
H -7.37 -0.81 -0.22
H -6.33 -1.04 1.18
H -6.19 -2.13 -0.21
H -6.45 1.43 -0.40
C -2.04 4.39 -7.25
C -1.62 4.78 -5.84
C -0.51 5.82 -5.87
O -1.17 3.63 -5.14
H -1.20 3.94 -7.80
H -2.83 3.63 -7.22
H -2.40 5.25 -7.81
H -2.48 5.18 -5.30
H 0.38 5.42 -6.37
H -0.21 6.09 -4.85
H -0.82 6.73 -6.39
H -0.41 3.27 -5.61
C 1.65 -1.21 -7.16
C 1.74 -2.04 -5.88
C 3.14 -2.57 -5.67
O 0.82 -3.13 -5.95
H 1.90 -1.82 -8.03
H 0.63 -0.84 -7.31
H 2.33 -0.36 -7.13
H 1.44 -1.42 -5.03
H 3.44 -3.23 -6.49
H 3.19 -3.17 -4.75
H 3.87 -1.76 -5.59
H 1.07 -3.68 -6.71
C 4.87 -7.73 3.06
C 5.87 -6.60 3.17
C 6.90 -6.66 2.05
O 6.54 -6.68 4.43
H 5.36 -8.71 3.14
H 4.15 -7.69 3.88
H 4.32 -7.69 2.12
H 5.35 -5.64 3.14
H 7.47 -7.59 2.08
H 7.62 -5.84 2.14
H 6.41 -6.58 1.07
H 7.01 -7.52 4.46
C -6.69 -2.90 4.78
C -7.96 -2.37 4.13
C -9.15 -3.25 4.46
O -7.79 -2.31 2.72
H -6.45 -3.91 4.41
H -5.83 -2.27 4.52
H -6.78 -2.94 5.87
H -8.15 -1.35 4.48
H -9.01 -4.27 4.09
H -10.06 -2.86 3.99
H -9.32 -3.30 5.54
H -7.62 -3.21 2.40
C -3.19 8.49 -10.83
C -2.91 7.70 -9.56
C -3.44 8.42 -8.33
O -1.50 7.50 -9.42
H -2.70 9.47 -10.79
H -2.79 7.96 -11.70
H -4.26 8.64 -10.97
H -3.37 6.71 -9.63
H -2.95 9.40 -8.21
H -3.22 7.85 -7.42
H -4.52 8.57 -8.39
H -1.08 8.37 -9.36
C 0.26 -8.54 6.18
C 1.21 -8.57 5.00
C 0.97 -7.39 4.06
O 1.03 -9.79 4.28
H -0.78 -8.60 5.85
H 0.43 -9.39 6.84
H 0.38 -7.62 6.77
H 2.24 -8.55 5.35
H -0.05 -7.41 3.66
H 1.65 -7.43 3.21
H 1.11 -6.44 4.58
H 0.12 -9.81 3.96

---

No. 5
DFT (ωB97M-V/def2-TZVPD) results for a cluster of 2 separate species, C4H14N in total in a non-equilibrium geometry.

- Net charge: +2
- 2S+1: 2
- HOMO level (spin up / spin down): -20.70 / -20.22 eV
- Gap between HOMO and LUMO (spin up / spin down): 13.25 / 6.28 eV
- Energy relative to the best compared isomer or geometry (same formula, charge and spin): 0.871 eV

Element x y z (Å)
C -0.67 1.46 3.86
N -0.93 1.49 2.37
H -0.78 0.42 4.12
H -1.36 2.15 4.31
H 0.36 1.74 4.08
H -0.50 2.32 1.93
H -0.51 0.68 1.88
H -1.84 1.44 1.91
C 0.69 -1.92 -3.20
C 0.46 -1.43 -1.76
C 0.67 0.07 -1.73
H -0.22 -1.75 -3.78
H 1.48 -1.48 -3.79
H 0.94 -3.01 -3.08
H -0.62 -1.59 -1.51
H 1.08 -1.90 -0.94
H 0.92 0.46 -2.72
H 1.29 0.29 -0.80
H -0.25 0.61 -1.38

---

no.,calculated total energy (Ha)
1,-875.6709
2,-744.9417
3,-7228.4532
4,-3627.1914
5,-214.7427